This record from OMol25 describes an isolated molecule of CH3PS. The level of theory is the ωB97M-V functional and the def2-TZVPD basis.

XYZ file:
```
6
Properties=species:S:1:pos:R:3:forces:R:3
C 0.06255 -0.53536 0.06217 -0.2 -0.1 -1.0
P 0.67643 1.23229 -0.45279 -1.8 -0.2 0.0
S -1.10974 -0.53730 1.44294 0.4 0.3 -1.1
H -0.02522 -1.32285 -0.76636 -0.7 1.4 0.9
H 0.99240 -0.81288 0.48516 1.2 -0.4 0.8
H -0.59642 1.97609 -0.77112 1.1 -1.0 0.4
```
Positions in Å, forces in eV/Å.

Computed properties:
ΔE to the lowest compared entry with this formula, charge and spin (kcal/mol): 58.98
LUMO level (spin up / spin down) (hartree): -0.0768 / -0.0534

Mulliken population analysis, charges in e, atoms 1 to 5: number 1, C, carries -0.590; number 2, P, carries 0.028; number 3, S, carries -0.091; number 4, H, carries 0.340; number 5, H, carries 0.258

=====

This record from OMol25 describes an isolated molecule of C3H7NO. The level of theory is the ωB97M-V functional and the def2-TZVPD basis.

XYZ file:
```
12
Properties=species:S:1:pos:R:3:forces:R:3
C -1.84747 -0.32007 -0.33207 -0.1 -0.1 -0.1
N -0.59461 0.04922 0.28794 0.1 0.0 0.0
C 0.59939 -0.12180 -0.34759 0.0 0.0 0.0
C 1.81675 0.36592 0.41346 0.1 0.1 0.0
O 0.69448 -0.62369 -1.45605 0.0 0.1 0.3
H -1.62770 -0.57975 -1.36919 -0.1 0.0 0.1
H -2.55070 0.51888 -0.31111 0.1 -0.1 0.0
H -2.30671 -1.18503 0.15981 0.1 0.1 -0.1
H -0.60367 0.45142 1.21111 0.1 0.0 -0.2
H 2.41084 0.98026 -0.26884 -0.1 -0.1 0.1
H 2.43160 -0.48962 0.70805 -0.1 0.1 -0.1
H 1.57781 0.95426 1.30448 0.0 -0.1 -0.1
```
Positions in Å, forces in eV/Å.

Computed properties:
ΔE to the lowest compared entry with this formula, charge and spin (kcal/mol): 5.14
LUMO level (hartree): 0.0334
SMILES: CNC(C)=O

Mulliken population analysis, charges in e, atoms 1 to 5: number 1, C, carries -0.814; number 2, N, carries -0.199; number 3, C, carries 0.685; number 4, C, carries -0.926; number 5, O, carries -0.630

=====

This record from OMol25 describes a cluster of 2 separate species, C6H13N in total. The level of theory is the ωB97M-V functional and the def2-TZVPD basis.

XYZ file:
```
20
Properties=species:S:1:pos:R:3:forces:R:3
C 3.16027 -0.16370 0.35155 -0.4 0.1 -1.0
C 1.43834 -0.78119 -0.62079 1.3 0.7 1.2
C 0.38195 0.28061 -1.11543 0.5 0.3 0.5
N -1.01286 -0.08477 -0.80829 0.4 -0.1 0.2
C -2.05144 0.95757 -0.79841 0.0 0.1 -0.1
C -1.51202 0.38690 0.46096 0.1 0.0 0.3
C -2.21600 -0.61997 1.32798 0.0 0.0 0.0
H 3.05358 0.80044 0.88489 -0.6 -0.3 -0.7
H 3.94376 -0.08389 -0.38060 0.2 0.3 -0.4
H 3.59628 -0.82526 1.15125 -1.3 -0.2 -0.9
H 1.48027 -1.50675 -1.48577 1.1 0.3 1.7
H 1.48253 -1.09500 0.44660 -2.1 -0.8 -1.3
H 0.38742 0.46141 -2.20862 0.5 -0.4 0.5
H 0.67816 1.21503 -0.64360 -0.3 0.6 0.1
H -3.04688 0.66768 -1.14647 0.4 -0.1 0.0
H -1.79363 1.99171 -1.03970 0.2 -0.3 0.0
H -0.83195 1.06004 0.98860 -0.1 -0.1 0.0
H -2.82265 -0.14349 2.10495 0.1 0.0 -0.1
H -2.85398 -1.26746 0.71910 0.1 0.1 0.1
H -1.46113 -1.24993 1.81180 -0.2 0.0 0.0
```
Positions in Å, forces in eV/Å.

Computed properties:
ΔE to the lowest compared entry with this formula, charge and spin (kcal/mol): 97.99
LUMO level (hartree): 0.0407

Mulliken population analysis, charges in e, atoms 1 to 5: number 1, C, carries -0.991; number 2, C, carries -0.551; number 3, C, carries -0.518; number 4, N, carries -0.309; number 5, C, carries -0.497